Entry 1:
C3H5N3S in the gas phase in a non-equilibrium geometry, computed with wB97M-V/def2-TZVPD.

```
12
Properties=species:S:1:pos:R:3:forces:R:3
C -1.373 0.242 0.129 -0.3 -0.1 0.4
C 2.197 -0.560 0.337 -2.1 1.4 -0.3
C -2.852 0.265 0.104 -1.5 -0.6 0.0
N 1.405 0.308 0.031 1.3 -1.3 0.4
N 0.922 1.458 0.004 1.6 0.6 0.0
N 3.065 -1.456 -0.201 -2.1 0.4 1.9
S -0.725 1.689 -0.132 -0.4 -0.6 0.0
H -3.316 1.252 0.189 -0.1 0.2 0.5
H -3.065 0.076 -0.990 -0.2 -0.8 1.1
H -3.374 -0.460 0.879 1.1 1.2 -2.0
H 3.582 -1.787 0.585 1.0 -0.7 -0.2
H 3.534 -1.027 -0.935 1.6 0.3 -1.7
```
Positions in Å, forces in eV/Å.

## Properties
- Frontier orbital gap: 0.302 Ha
- Maximum force: 2.83 eV Å⁻¹
- Relative energy (zero: lowest compared OMol25 entry of this formula, charge and spin): 6.417 eV
- Electronic energy: -679.54939 hartree
- Lowest unoccupied orbital energy: 0.0364 eV
- Total charge: 0

---

Entry 2:
C4H8N2O in the gas phase, computed with wB97M-V/def2-TZVPD.

```
15
Properties=species:S:1:pos:R:3:forces:R:3
H -0.446 -0.903 1.877 0.3 0.1 0.4
N 0.385 -0.514 1.415 -0.2 0.1 -0.4
C 0.056 -0.478 0.188 -0.1 -0.1 0.2
N -1.230 -0.828 -0.252 0.1 -0.1 -0.2
C -2.266 0.193 -0.070 -0.2 0.1 0.1
C 1.061 -0.055 -0.875 0.0 0.0 -0.3
C 2.383 0.521 -0.438 0.0 0.0 0.0
O 0.751 -0.188 -2.042 0.1 0.0 0.4
H -1.199 -1.139 -1.214 0.0 0.2 -0.1
H -2.309 0.889 -0.919 0.0 -0.1 0.1
H -2.059 0.775 0.834 0.0 -0.2 -0.1
H -3.246 -0.278 0.048 0.1 0.1 0.0
H 2.875 -0.136 0.284 -0.1 0.1 -0.1
H 3.015 0.674 -1.315 -0.1 -0.1 0.1
H 2.224 1.480 0.068 -0.1 -0.2 0.0
```
Positions in Å, forces in eV/Å.

## Properties
- Frontier orbital gap: 0.359 Ha
- Maximum force: 0.53 eV Å⁻¹
- Relative energy (zero: lowest compared OMol25 entry of this formula, charge and spin): 1.530 eV
- Electronic energy: -341.94740 hartree
- Lowest unoccupied orbital energy: 0.2456 eV
- Total charge: 0
- SMILES: [H]/N=C(\NC)C(C)=O

---

Entry 3:
C4H6N2 in the gas phase in a non-equilibrium geometry, computed with wB97M-V/def2-TZVPD.

```
12
Properties=species:S:1:pos:R:3:forces:R:3
N -0.805 -1.525 0.805 0.0 -0.1 0.3
C -0.228 -0.417 0.035 0.2 0.3 0.2
C -0.018 0.040 -1.255 0.0 -0.1 0.1
C 0.658 1.266 -1.032 0.1 0.2 0.0
C 0.793 1.435 0.345 0.1 0.2 -0.1
N 0.248 0.397 0.998 0.1 0.2 -0.2
H -1.820 -1.642 0.779 0.2 0.1 -0.1
H -0.354 -2.439 0.728 0.0 0.2 -0.1
H -0.288 -0.394 -2.210 0.0 0.0 0.2
H 1.012 1.956 -1.785 -0.1 -0.1 0.0
H 1.251 2.235 0.910 0.0 0.1 -0.2
H -0.463 -0.951 1.672 -0.6 -1.0 -0.1
```
Positions in Å, forces in eV/Å.

## Properties
- Frontier orbital gap: 0.286 Ha
- Maximum force: 1.19 eV Å⁻¹
- Relative energy (zero: lowest compared OMol25 entry of this formula, charge and spin): 2.279 eV
- Electronic energy: -265.45183 hartree
- Lowest unoccupied orbital energy: 0.2785 eV
- Total charge: 0

---

Entry 4:
A molecular structure, C32H34FN6S2SeSiSn, computed with wB97M-V/def2-TZVPD.

```
78
Properties=species:S:1:pos:R:3:forces:R:3
Sn -0.617 -1.352 0.894 0.1 0.5 -0.2
C 0.761 0.254 3.241 0.0 0.0 -0.1
Si -0.368 -0.955 4.127 0.2 0.1 0.2
C 0.677 -2.010 5.239 0.1 -0.1 0.1
C -1.614 0.023 5.098 -0.2 0.1 0.1
N -1.129 -1.870 2.856 -0.5 -0.6 -0.1
C -2.094 -2.860 3.052 0.0 0.1 0.2
C -2.593 -3.285 4.292 0.0 0.1 0.1
C -3.561 -4.275 4.393 0.0 0.0 0.0
C -4.079 -4.898 3.266 0.0 0.0 0.0
C -3.608 -4.517 2.017 -0.1 0.0 0.0
C -2.661 -3.530 1.972 0.2 0.0 -0.3
F -2.169 -3.166 0.707 0.0 0.1 0.1
H 1.252 0.900 3.974 0.0 -0.1 0.0
H 0.218 0.915 2.552 0.1 0.0 0.0
H 1.552 -0.258 2.682 0.0 0.1 0.0
H 1.256 -1.383 5.923 0.0 0.0 0.0
H 1.378 -2.599 4.642 0.0 0.0 0.1
H 0.091 -2.704 5.846 0.0 0.0 0.0
H -1.114 0.710 5.787 0.0 0.0 0.0
H -2.281 -0.610 5.688 0.0 0.1 0.0
H -2.235 0.617 4.419 0.0 0.0 0.1
H -2.212 -2.824 5.195 0.0 -0.1 0.0
H -3.912 -4.566 5.374 0.0 0.0 0.0
H -4.825 -5.674 3.352 0.0 0.0 0.0
H -3.957 -4.976 1.101 0.0 0.0 0.0
S -0.630 -1.673 -2.175 0.1 -0.1 0.0
C 0.751 -0.780 -2.421 0.1 0.0 0.3
N 0.932 0.003 -3.479 0.1 0.1 -0.2
C 2.107 0.869 -3.579 -0.1 -0.1 0.0
C 2.387 1.435 -2.221 0.1 0.0 0.1
N 2.595 0.333 -1.284 0.0 0.2 0.0
C 3.658 0.548 -0.288 -0.1 0.0 -0.1
C 5.023 0.498 -0.929 0.0 0.0 0.0
C 5.772 1.660 -1.073 0.0 0.0 0.0
C 7.019 1.625 -1.687 0.0 0.0 0.0
C 7.519 0.423 -2.163 0.0 0.0 0.0
C 6.776 -0.744 -2.019 0.0 0.0 0.0
C 5.534 -0.709 -1.404 0.0 0.0 0.0
C 1.881 -0.786 -1.375 -0.3 -0.1 -0.1
S 2.092 -2.095 -0.374 0.2 -0.2 -0.2
C -0.057 0.129 -4.558 0.0 0.0 0.0
C -0.942 1.336 -4.357 0.0 0.0 0.0
C -0.597 2.565 -4.913 0.0 0.0 0.0
C -1.387 3.688 -4.699 0.0 0.0 0.0
C -2.540 3.585 -3.934 0.0 0.0 0.0
C -2.903 2.357 -3.394 0.0 0.0 0.0
C -2.108 1.239 -3.600 0.0 0.0 0.0
H 1.882 1.671 -4.278 0.0 0.0 0.0
H 2.968 0.308 -3.953 0.0 0.0 0.0
H 1.549 2.056 -1.889 0.0 0.0 0.0
H 3.291 2.041 -2.240 0.0 0.0 0.0
H 3.543 -0.205 0.485 0.0 0.0 0.0
H 3.489 1.533 0.151 0.0 0.0 0.0
H 5.387 2.600 -0.690 0.0 0.0 0.0
H 7.597 2.534 -1.789 0.0 0.0 0.0
H 8.491 0.391 -2.638 0.0 0.0 0.0
H 7.169 -1.685 -2.382 0.0 0.0 0.0
H 4.959 -1.620 -1.285 0.0 0.0 0.0
H -0.640 -0.787 -4.589 0.0 0.0 0.0
H 0.507 0.217 -5.488 0.0 0.0 0.0
H 0.280 2.645 -5.547 0.0 0.0 0.0
H -1.111 4.635 -5.145 0.0 0.0 0.0
H -3.165 4.455 -3.776 0.0 0.0 0.0
H -3.820 2.267 -2.824 0.0 0.0 0.0
H -2.392 0.281 -3.183 0.0 0.0 0.0
Se -1.444 3.408 -0.101 0.3 0.2 0.1
N -3.130 3.548 0.386 0.0 -0.1 -0.1
C -3.545 2.318 0.622 -0.2 -0.1 0.0
C -4.869 1.955 1.030 0.2 0.2 0.0
C -5.123 0.645 1.225 0.0 -0.3 0.0
C -4.086 -0.331 1.029 -0.2 -0.1 0.0
N -2.872 -0.061 0.660 0.3 0.3 0.1
C -2.567 1.271 0.447 -0.2 -0.2 0.1
N -1.357 1.652 0.089 -0.1 0.0 -0.1
H -5.620 2.720 1.177 0.0 0.0 0.0
H -6.102 0.305 1.534 0.0 0.0 0.0
H -4.309 -1.380 1.201 0.0 0.0 0.0
```
Positions in Å, forces in eV/Å.

## Properties
- Frontier orbital gap: 0.237 Ha
- Maximum force: 0.80 eV Å⁻¹
- Electronic energy: -5369.66737 hartree
- Lowest unoccupied orbital energy: -3.9422 eV
- Total charge: +1

---

Entry 5:
A molecular structure, C24H24BrN5O2S5SbSeZr, computed with wB97M-V/def2-TZVPD.

```
64
Properties=species:S:1:pos:R:3:forces:R:3
Zr 0.213 0.136 0.260 -0.1 -0.6 0.6
S -2.099 2.445 3.834 0.0 -0.1 0.1
Sb -1.234 0.343 3.387 0.1 0.0 0.0
S 1.059 0.442 2.830 0.0 0.1 -0.2
S -2.040 -0.155 1.122 0.1 0.2 -0.2
S -1.758 -1.289 4.831 -0.1 0.0 0.0
Br 3.004 -1.689 -2.210 0.0 0.0 0.0
C 3.535 -0.535 -0.821 0.0 0.1 0.0
C 4.829 -0.612 -0.333 0.0 0.0 0.0
C 5.222 0.314 0.619 0.0 0.1 0.0
C 4.345 1.317 0.998 0.0 0.0 0.0
C 3.076 1.302 0.457 0.0 0.0 -0.2
N 2.656 0.363 -0.404 0.1 -0.1 0.1
C 2.084 2.421 0.693 -0.1 0.2 -0.1
O 2.471 3.480 1.141 -0.1 0.0 0.0
O 0.886 2.157 0.256 -0.2 0.0 -0.1
H 5.494 -1.380 -0.696 0.0 0.0 0.0
H 6.218 0.269 1.038 0.0 0.0 0.0
H 4.606 2.099 1.695 0.0 0.0 0.0
Se 1.103 -2.362 0.962 -0.1 0.2 -0.2
C 0.118 -3.615 -0.105 0.0 0.0 0.0
C 0.710 -4.388 -1.097 0.0 0.0 0.0
C -0.068 -5.284 -1.814 0.0 0.0 0.0
N -1.372 -5.468 -1.614 0.0 0.0 0.0
C -1.926 -4.743 -0.641 0.0 0.0 0.0
C -1.238 -3.825 0.136 0.0 0.0 0.0
H 1.764 -4.289 -1.317 0.0 0.0 0.0
H 0.384 -5.883 -2.599 0.0 0.0 0.0
H -2.986 -4.901 -0.472 0.0 0.0 0.0
H -1.750 -3.256 0.903 0.0 0.0 0.0
C 0.743 4.198 -3.987 0.0 0.0 0.1
N -0.033 3.108 -3.416 -0.2 0.0 0.3
C -1.169 2.792 -4.280 0.0 0.1 0.1
C 0.874 1.958 -3.109 0.0 0.0 -0.1
C 0.231 0.594 -3.166 0.0 -0.1 0.0
C 0.115 0.014 -4.429 0.0 0.0 0.0
C -0.508 -1.213 -4.603 0.0 0.0 0.0
C -1.032 -1.866 -3.501 0.0 -0.1 0.1
C -0.880 -1.304 -2.239 0.0 0.1 0.0
C -0.222 -0.084 -2.016 0.1 0.3 0.1
H 0.120 5.090 -4.089 0.0 0.0 0.0
H 1.144 3.946 -4.980 0.0 0.0 0.0
H 1.588 4.432 -3.335 0.0 0.0 0.0
H -0.834 3.922 -1.829 0.0 0.2 0.2
H -0.860 2.503 -5.294 0.0 0.0 0.0
H -1.804 3.678 -4.353 0.0 0.0 0.0
H -1.757 1.990 -3.846 0.0 0.0 0.0
H 1.301 2.128 -2.120 0.0 0.0 0.0
H 1.697 1.982 -3.836 0.0 -0.1 0.0
H 0.515 0.536 -5.294 0.0 0.0 0.0
H -0.589 -1.647 -5.592 0.0 0.0 0.0
H -1.531 -2.822 -3.610 0.0 0.0 0.0
H -1.284 -1.858 -1.399 0.0 0.0 0.0
S -3.076 2.767 -0.618 0.1 0.2 -0.1
C -1.867 3.704 -0.054 -0.3 -0.2 0.0
N -1.615 3.909 1.289 0.0 -0.2 -0.1
C -0.742 4.779 1.745 0.0 0.0 0.1
C -0.016 5.595 0.890 0.1 -0.1 0.0
C -0.094 5.256 -0.435 0.1 0.0 -0.1
N -0.963 4.349 -0.876 0.2 -0.3 -0.5
H -2.003 3.214 2.036 0.0 0.1 0.1
H -0.614 4.764 2.823 0.0 0.0 0.0
H 0.718 6.290 1.257 0.0 0.0 0.0
H 0.570 5.669 -1.183 0.0 0.0 0.0
```
Positions in Å, forces in eV/Å.

## Properties
- Frontier orbital gap: 0.228 Ha
- Maximum force: 0.89 eV Å⁻¹
- Relative energy (zero: lowest compared OMol25 entry of this formula, charge and spin): 0.000 eV
- Electronic energy: -8607.17162 hartree
- Lowest unoccupied orbital energy: 1.3048 eV
- Total charge: -1

---

Entry 6:
A gas-phase ion, C13H13N2 (charge +1) in a non-equilibrium geometry, computed with wB97M-V/def2-TZVPD.

```
28
Properties=species:S:1:pos:R:3:forces:R:3
C -2.821 -1.885 0.036 0.1 3.3 0.3
N -2.937 -0.593 0.211 0.4 -2.7 -0.2
C -4.052 0.122 0.707 -0.4 0.3 1.4
C -3.672 1.417 0.856 -3.1 -0.4 -0.7
C -2.324 1.518 0.410 1.4 1.7 -0.1
C -1.895 0.309 0.034 1.3 0.9 -0.6
C -0.585 -0.091 -0.519 0.8 0.0 -0.2
C -0.531 -0.491 -1.973 -0.3 0.9 -1.4
N 0.348 0.150 0.284 -2.0 0.6 0.8
C 1.676 0.232 0.323 4.5 -0.7 -0.5
C 2.526 0.960 -0.674 -4.1 -3.1 2.2
C 3.839 0.799 -0.618 5.4 0.4 -0.1
C 4.527 0.109 0.417 -1.8 -0.5 1.5
C 3.689 -0.484 1.427 3.6 -0.2 0.8
C 2.339 -0.503 1.412 -2.5 1.8 -2.1
H -1.946 -2.351 -0.332 1.0 0.0 -0.3
H -3.637 -2.454 0.274 -2.0 -1.5 0.5
H -4.779 -0.468 1.231 -0.7 0.1 -0.4
H -4.440 2.232 1.001 1.4 -1.0 0.5
H -1.773 2.488 0.428 -0.3 -1.3 -0.2
H 0.540 -0.302 -2.392 -2.1 -0.7 0.6
H -1.274 0.285 -2.425 1.4 -1.4 0.1
H -0.970 -1.532 -2.210 1.0 1.6 0.3
H 2.106 1.223 -1.606 -0.8 1.0 -0.5
H 4.483 1.295 -1.417 -1.0 -0.8 1.0
H 5.617 -0.025 0.596 -1.0 0.5 -0.8
H 4.204 -0.924 2.350 -0.7 0.4 -1.6
H 1.744 -1.035 2.170 0.3 0.5 -0.5
```
Positions in Å, forces in eV/Å.

## Properties
- Frontier orbital gap: 0.161 Ha
- Maximum force: 5.57 eV Å⁻¹
- Relative energy (zero: lowest compared OMol25 entry of this formula, charge and spin): 3.666 eV
- Electronic energy: -612.28518 hartree
- Lowest unoccupied orbital energy: -6.2912 eV
- Total charge: +1
- SMILES: C=[N+]1C=CC=C1/C(C)=N/c1ccccc1